ORCA calculation (ωB97M-V with the def2-TZVPD basis set) on C5H11NO as an isolated structure.

Last column: Mulliken charge in e.
Cartesian coordinates (Å):
C: -1.153 0.570 2.752  -0.7042
N: -1.217 0.511 0.844  -0.5583
C: 0.059 0.179 0.389  0.5989
O: 1.088 0.111 1.040  -0.6092
C: 0.035 -0.186 -1.118  0.6331
C: 1.003 0.744 -1.857  -1.4040
C: 0.438 -1.657 -1.260  -1.4106
H: -2.143 0.200 2.999  0.2626
H: -0.954 1.520 3.299  0.3182
H: -0.324 -0.103 2.891  0.3045
H: -1.229 1.310 1.563  0.2600
H: -0.973 -0.053 -1.531  0.2094
H: 2.005 0.654 -1.428  0.3018
H: 0.687 1.790 -1.776  0.3556
H: 1.052 0.488 -2.922  0.3905
H: 0.491 -1.948 -2.316  0.3899
H: 1.419 -1.817 -0.803  0.3033
H: -0.285 -2.314 -0.764  0.3585

Results
E   -8898.239 eV
Gap between HOMO and LUMO   10.19 eV
E_HOMO   -0.3531 hartree
Energy relative to the best compared isomer or geometry (same formula, charge and spin)   3.458 eV